[1]
# C4H9N

An isolated ion of composition C4H9N and charge -1 (the ωB97M-V functional and the def2-TZVPD basis, the OMol25 dataset).

Atoms and positions in Å:
C (-1.7509, -0.6975, -0.8237)
N (0.6178, -0.8934, 1.0568)
C (0.2791, 0.2843, 0.4187)
C (-0.6582, 0.3220, -0.5605)
C (1.3533, 1.3104, 0.4967)
H (-2.3636, -0.3764, -1.6640)
H (-2.3594, -0.8941, 0.0649)
H (-1.4001, -1.6681, -1.2185)
H (-0.0669, -1.6320, 1.0417)
H (1.5112, -1.3534, 1.2344)
H (-0.5563, 1.1083, -1.3107)
H (1.2963, 2.1747, -0.1654)
H (1.8960, 1.6073, 1.3877)
H (2.2017, 0.7079, 0.0418)

As for the net charge: -1. Its LUMO energy (alpha / beta) is 4.5 / 4.4 eV. The multiplicity is 2. The expectation value of S² is 0.751. For the HOMO energy (alpha / beta), the calculation gives 1.374 / -3.325 eV. The value obtained for the orbital gap (alpha / beta) is 3.117 / 7.720 eV. The value obtained for the largest force on an atom is 0.0552 Eh/bohr.

=====

[2]
# C18H54CsF6O18P

C18H54CsF6O18P as an isolated structure (the ωB97M-V functional and the def2-TZVPD basis, the OMol25 dataset).

Atoms and positions in Å:
Cs (-0.1251, 0.1663, 0.4651)
P (3.6978, -2.7385, 1.3090)
F (3.4374, -3.3500, -0.1831)
F (4.6123, -3.9869, 1.9258)
F (5.1167, -1.9989, 0.8298)
F (3.7063, -1.9712, 2.7252)
F (2.7801, -1.4745, 0.8154)
F (2.3461, -3.5628, 1.7646)
C (-0.8048, 0.4584, -4.8962)
C (-1.3408, 1.4392, -5.9667)
O (-1.4092, 2.7397, -5.4703)
O (0.5563, 0.6189, -4.7237)
H (-1.0549, -0.5253, -5.2935)
H (-1.2559, 0.5125, -3.9054)
H (-2.2738, 1.1035, -6.4195)
H (-0.7283, 1.4427, -6.8684)
H (-0.6042, 3.2300, -5.6526)
H (0.6883, 1.5698, -4.7228)
C (2.0469, 2.3842, 3.7292)
C (3.2389, 1.4921, 4.1602)
O (2.6852, 0.2869, 4.6368)
O (1.2610, 1.8466, 2.6498)
H (2.4502, 3.3489, 3.4211)
H (1.3030, 2.5610, 4.5060)
H (3.7659, 1.9353, 5.0051)
H (3.9210, 1.2150, 3.3564)
H (2.3742, -0.1545, 3.8430)
H (0.6265, 2.4629, 2.2764)
C (-3.9455, 1.0826, 1.0884)
C (-3.3674, 0.3055, 2.3424)
O (-2.9516, -1.0250, 1.9940)
O (-2.9875, 1.2685, 0.1042)
H (-4.3838, 2.0028, 1.4746)
H (-4.7553, 0.5529, 0.5866)
H (-4.1985, 0.3062, 3.0477)
H (-2.6531, 0.9584, 2.8440)
H (-3.7223, -1.4490, 1.6094)
H (-3.4799, 1.7968, -0.5283)
C (4.0647, 0.0147, -1.5868)
C (4.4269, 1.0318, -0.5384)
O (4.2094, 2.4434, -0.8304)
O (5.0883, -0.0984, -2.5824)
H (3.1216, 0.2855, -2.0615)
H (3.8238, -0.9906, -1.2410)
H (5.4579, 0.8740, -0.2219)
H (3.7726, 0.8687, 0.3180)
H (4.5805, 2.8333, -0.0355)
H (4.9334, -0.8733, -3.1276)
C (-0.9517, -4.2706, 1.9121)
C (-1.4774, -5.4424, 1.0973)
O (-0.4578, -6.1911, 0.4726)
O (-0.2083, -3.2328, 1.2248)
H (-0.3564, -4.6340, 2.7497)
H (-1.7807, -3.7243, 2.3622)
H (-2.1850, -5.1239, 0.3318)
H (-2.1081, -6.0660, 1.7309)
H (-0.0488, -5.6476, -0.2048)
H (0.7210, -3.2413, 1.4657)
C (0.1492, -2.4373, -3.1336)
C (-0.2382, -3.4216, -2.0017)
O (0.8391, -4.2521, -1.5151)
O (0.7383, -1.2088, -2.6666)
H (-0.6934, -1.9619, -3.6357)
H (0.8160, -2.8646, -3.8825)
H (-1.0417, -4.0625, -2.3645)
H (-0.7550, -2.8447, -1.2348)
H (1.4732, -3.6047, -1.1982)
H (0.9156, -0.7222, -3.4750)
C (-3.5449, 3.3116, -2.2137)
C (-3.6680, 3.8117, -3.6276)
O (-4.8552, 4.5427, -3.8695)
O (-4.6128, 2.4087, -1.8978)
H (-3.5140, 4.1424, -1.5087)
H (-2.5660, 2.8722, -2.0219)
H (-3.7129, 2.9986, -4.3522)
H (-2.8645, 4.5023, -3.8834)
H (-5.4564, 3.9832, -4.3666)
H (-4.9722, 1.9801, -2.6780)
C (0.1132, -2.3779, 5.4752)
C (-0.4407, -0.9805, 5.0011)
O (-0.5217, -0.9838, 3.5621)
O (-0.8350, -3.3032, 5.0872)
H (0.1736, -2.2489, 6.5558)
H (1.0140, -2.6817, 4.9419)
H (0.3483, -0.2906, 5.3003)
H (-1.3943, -0.7287, 5.4652)
H (-1.2791, -1.5162, 3.3082)
H (-0.4201, -4.1571, 5.2296)
C (0.9390, 3.3912, -0.6645)
C (-0.2745, 4.1076, 0.0448)
O (-0.7021, 3.3955, 1.1827)
O (0.4373, 2.4318, -1.5901)
H (1.5401, 2.9250, 0.1161)
H (1.5131, 4.1661, -1.1725)
H (-1.1000, 4.2579, -0.6510)
H (0.0917, 5.0959, 0.3226)
H (-1.5094, 3.8858, 1.3544)
H (0.6723, 2.7727, -2.4563)

Its LUMO energy is -0.7 eV. The multiplicity is 1. For the HOMO energy, the calculation gives -9.139 eV. The value obtained for the orbital gap is 8.442 eV. The value obtained for the largest force on an atom is 0.0515 Eh/bohr.

=====

[3]
# C2H3BrO2P

An isolated ion of composition C2H3BrO2P and charge -1 (the ωB97M-V functional and the def2-TZVPD basis, the OMol25 dataset).

Atoms and positions in Å:
C (0.1464, 0.4987, -0.1756)
C (-0.6669, 0.2373, 0.8277)
P (-0.1296, 0.2417, 2.6178)
O (1.2987, 0.7085, 2.8422)
O (-0.6694, -0.7514, 3.5035)
Br (-1.3576, 2.1538, 2.7809)
H (-0.1062, 0.6034, -1.2139)
H (1.1869, 0.9768, -0.1331)
H (-1.6630, -0.0677, 0.5645)

As for the net charge: -1. As for the SMILES: C=C[P@](=O)([O-])Br. Its LUMO energy is 3.7 eV. The multiplicity is 1. For the HOMO energy, the calculation gives -5.198 eV. The value obtained for the orbital gap is 8.879 eV. The value obtained for the largest force on an atom is 0.0909 Eh/bohr.

=====

[4]
# C41H32ClN8O6PS4W

C41H32ClN8O6PS4W as an isolated structure (the ωB97M-V functional and the def2-TZVPD basis, the OMol25 dataset).

Atoms and positions in Å:
W (-1.7890, 0.2933, 1.6542)
C (-4.9931, -2.3819, 3.2094)
C (-3.7740, -1.8314, 2.6092)
N (-3.4581, -0.6575, 2.8534)
N (-4.0368, 0.0134, 3.8991)
C (-3.0465, 0.4475, 4.6465)
N (-3.3948, 1.1208, 5.7221)
S (-1.3928, 0.0792, 4.2379)
C (-2.8123, -2.5811, 1.8277)
C (-3.0195, -3.8506, 1.3354)
C (-1.8664, -4.5215, 0.8640)
C (-0.6580, -3.9174, 0.9110)
C (-0.5199, -2.6325, 1.5000)
N (-1.5822, -1.9549, 1.8416)
H (-5.0346, -3.4710, 3.2769)
H (-5.8208, -2.0071, 2.5799)
H (-5.2155, -1.7894, 4.0836)
H (-4.3421, 1.4176, 6.0157)
H (-2.6313, 1.5793, 6.1616)
H (-4.0057, -4.2532, 1.3159)
H (-1.9158, -5.5206, 0.3547)
H (0.2423, -4.3978, 0.4242)
H (0.4781, -2.1705, 1.4763)
O (-3.8086, 3.8168, 2.8502)
C (-3.1948, 3.0755, 2.0608)
O (-2.5732, 2.0024, 2.4496)
C (-3.1075, 3.3391, 0.5936)
P (-1.5157, 2.5370, 0.1357)
C (-1.5480, 2.4242, -1.7004)
C (-0.4769, 1.7598, -2.3169)
C (-0.3139, 1.8289, -3.7115)
C (-1.2269, 2.5268, -4.4499)
C (-2.3913, 3.0347, -3.8609)
C (-2.5131, 3.0351, -2.4489)
C (-0.3457, 3.8677, 0.5015)
C (0.1777, 4.6736, -0.5104)
C (1.1890, 5.5494, -0.2166)
C (1.6203, 5.6967, 1.1417)
C (1.1531, 4.8909, 2.1404)
C (0.1609, 4.0410, 1.7939)
H (-3.3083, 4.3817, 0.3867)
H (-3.9247, 2.8519, -0.0004)
H (0.2371, 1.2790, -1.6749)
H (0.4476, 1.1947, -4.1597)
H (-1.0693, 2.5033, -5.5388)
H (-3.1630, 3.4843, -4.4381)
H (-3.4821, 3.3877, -2.0647)
H (-0.1451, 4.6034, -1.5609)
H (1.7218, 6.0172, -1.0012)
H (2.3648, 6.4370, 1.3215)
H (1.5801, 4.9931, 3.1023)
H (-0.1815, 3.3684, 2.6711)
O (-3.7377, -0.5055, -3.6925)
C (-2.4865, -0.8924, -3.6706)
O (-1.7608, -0.7845, -4.6052)
C (-1.8262, -1.0764, -2.3338)
C (-0.4406, -1.5623, -2.6022)
Cl (-0.5639, -3.3524, -2.7407)
N (0.6772, -0.9833, -2.3057)
N (-1.2142, -0.4360, -0.1184)
C (-2.0641, -0.3821, -1.0637)
C (-3.4948, -0.0670, -0.5929)
O (-4.5563, -0.3705, -1.2478)
O (-3.5774, 0.3197, 0.5599)
C (1.7830, -1.9215, -2.2126)
C (1.9680, -2.6556, -1.0407)
C (2.9678, -3.5950, -1.1628)
C (3.7596, -3.7593, -2.2681)
C (3.7021, -2.8362, -3.2941)
C (2.7326, -1.8589, -3.2508)
H (-4.1771, -0.6869, -2.8001)
H (1.3721, -2.2825, -0.1986)
H (3.3091, -4.1947, -0.3249)
H (4.4892, -4.5679, -2.3854)
H (4.5095, -2.7830, -4.0204)
H (2.7899, -1.0536, -3.9855)
S (4.8475, 1.5842, -1.5639)
C (3.7094, 1.0231, -0.4619)
S (2.1696, 1.7454, -0.1039)
C (1.9029, 0.5906, 1.1880)
N (2.7496, -0.3908, 1.2544)
N (3.7595, -0.1426, 0.3246)
C (4.8517, -1.0371, 0.3398)
C (5.2439, -1.7722, 1.5205)
C (6.3930, -2.5384, 1.5019)
C (7.2243, -2.6667, 0.3828)
C (6.7967, -2.0323, -0.8052)
C (5.6622, -1.2489, -0.7462)
S (0.6396, 0.5966, 2.3638)
H (4.6757, -1.6402, 2.4140)
H (6.6498, -3.1004, 2.3824)
H (8.0880, -3.3223, 0.3014)
H (7.4887, -2.1307, -1.6174)
H (5.2134, -0.8437, -1.6121)

Its LUMO energy (alpha / beta) is -1.3 / -2.4 eV. The multiplicity is 3. The expectation value of S² is 2.028. For the HOMO energy (alpha / beta), the calculation gives -7.843 / -7.861 eV. The value obtained for the orbital gap (alpha / beta) is 6.571 / 5.488 eV. The value obtained for the largest force on an atom is 0.1269 Eh/bohr.

=====

[5]
# CHCl2O4S

CHCl2O4S as an isolated structure (the ωB97M-V functional and the def2-TZVPD basis, the OMol25 dataset).

Atoms and positions in Å:
C (3.7765, -0.0299, -0.9941)
O (0.9103, -1.6608, 0.3269)
O (-0.3096, 0.3980, 0.5799)
O (1.9464, 0.1865, 1.4899)
O (1.4191, 0.3697, -0.8766)
S (1.1791, -0.2715, 0.4002)
Cl (4.1495, 1.4199, -0.0356)
Cl (3.8151, -1.3127, 0.0081)
H (-0.4766, 0.2952, -0.3692)

As for the net charge: -1. Its LUMO energy is 3.4 eV. The multiplicity is 1. For the HOMO energy, the calculation gives -5.155 eV. The value obtained for the orbital gap is 8.590 eV. The value obtained for the largest force on an atom is 0.0680 Eh/bohr.